(1)
40
Properties=species:S:1:pos:R:3:mulliken_charge:R:1 method="wB97M-V/def2-TZVPD" multiplicity=5 e_homo_ev="-8.4245 / -8.5005" lumo_ha="-0.0468 / -0.0980" s2=6.0423 homo_lumo_gap_ev="7.1520 / 5.8350" charge=0
Os 0.11 0.98 0.63 1.60
Cl -4.22 3.19 1.21 -0.20
C -3.96 1.51 1.39 0.56
C -5.04 0.66 1.62 -0.64
C -4.86 -0.70 1.78 0.70
Cl -6.22 -1.70 2.07 -0.24
C -3.57 -1.27 1.70 -0.09
C -3.28 -2.64 1.88 -0.60
C -1.98 -3.08 1.77 -0.90
C -0.97 -2.16 1.45 -0.17
N -1.22 -0.88 1.29 -0.49
C -2.48 -0.41 1.42 0.66
C -2.65 1.01 1.28 0.09
O -1.63 1.78 1.05 -0.95
H -6.03 1.08 1.68 0.47
H -4.07 -3.32 2.13 0.44
H -1.73 -4.12 1.90 0.41
H 0.05 -2.47 1.35 0.50
O 5.76 -0.20 2.95 -0.51
C 4.61 -0.07 2.62 0.47
C 3.94 -0.69 1.40 0.02
O 4.37 -1.62 0.76 -0.61
C 2.69 0.05 1.26 0.41
C 2.42 0.85 2.41 1.07
O 1.32 1.45 2.51 -0.94
C 3.57 0.80 3.33 0.14
O 3.69 1.31 4.42 -0.55
O 1.82 0.03 0.31 -0.59
Te -0.62 1.78 -1.71 0.10
C 0.83 1.24 -3.17 0.32
C 0.68 1.77 -4.45 -0.52
C 1.54 1.39 -5.46 -0.57
C 2.56 0.49 -5.20 -0.42
C 2.72 -0.03 -3.93 -0.69
C 1.85 0.34 -2.91 -0.15
H -0.12 2.48 -4.64 0.33
H 1.41 1.80 -6.45 0.37
H 3.22 0.18 -6.00 0.38
H 3.51 -0.73 -3.72 0.42
H 1.98 -0.07 -1.92 0.36

---

(2)
9
Properties=species:S:1:pos:R:3:mulliken_charge:R:1 method="wB97M-V/def2-TZVPD" e_homo_ev=-10.5758 lumo_ha=-0.0491 smiles="[H]/N=N/S(=O)(=O)[N+](=O)[O-]" homo_lumo_gap_ev=9.2396 charge=0
H 0.84 0.00 0.62 0.26
N 0.10 0.24 0.00 -0.26
N -0.53 -0.79 -0.16 0.10
S -2.02 -0.64 -1.27 0.95
O -3.20 -0.38 -0.24 -0.53
O -2.15 -1.83 -2.07 -0.48
N -2.07 0.96 -2.38 0.85
O -2.35 0.71 -3.52 -0.46
O -2.05 1.96 -1.74 -0.43

---

(3)
16
Properties=species:S:1:pos:R:3:mulliken_charge:R:1 method="wB97M-V/def2-TZVPD" e_homo_ev=-8.5087 lumo_ha=0.0323 smiles=CC[C@H]1C[C@H]1O homo_lumo_gap_ev=9.3879 charge=0
C 1.90 0.36 0.01 -1.09
C 0.54 0.89 0.42 -0.35
C -0.38 -0.27 0.60 -0.18
C -2.00 -0.22 0.41 -1.03
C -1.06 -0.97 -0.49 -0.05
O -0.94 -0.31 -1.73 -0.52
H 1.80 -0.24 -0.91 0.28
H 2.32 -0.29 0.78 0.30
H 2.60 1.17 -0.18 0.34
H 0.61 1.47 1.35 0.29
H 0.11 1.54 -0.34 0.25
H -0.13 -0.95 1.43 0.43
H -1.80 -0.11 1.46 0.44
H -2.39 0.66 -0.10 0.25
H -1.04 -2.05 -0.57 0.31
H -0.15 -0.68 -2.14 0.33

---

(4)
12
Properties=species:S:1:pos:R:3:mulliken_charge:R:1 method="wB97M-V/def2-TZVPD" e_homo_ev=-9.8234 lumo_ha=-0.0149 homo_lumo_gap_ev=9.4183 charge=0
C -2.44 0.83 0.29 -1.27
C -1.13 0.18 0.18 0.69
C -0.06 -0.36 0.08 -0.12
C 1.24 -1.02 -0.07 -0.68
C 3.07 0.01 -1.44 -0.20
C 2.37 -0.03 -0.34 -0.21
H -2.67 1.07 1.33 0.29
H -2.46 1.76 -0.29 0.29
H -3.23 0.17 -0.09 0.29
H 1.20 -1.75 -0.89 0.31
H 1.48 -1.58 0.84 0.28
H 2.62 0.72 0.41 0.32

---

(5)
60
Properties=species:S:1:pos:R:3:mulliken_charge:R:1 method="wB97M-V/def2-TZVPD" multiplicity=5 e_homo_ev="1.7091 / -1.9718" lumo_ha="0.1281 / 0.1567" s2=6.0466 homo_lumo_gap_ev="1.7780 / 6.2360" charge=-2
Ir 0.34 1.92 -0.03 -1.67
C 2.12 1.39 1.20 -0.78
C 2.14 0.52 0.02 -0.86
C 2.18 1.34 -1.10 -0.18
H 2.18 -0.55 0.06 0.57
C 2.17 2.68 -0.72 0.48
C 2.14 2.77 0.69 0.07
H 2.06 3.64 1.32 0.22
H 1.97 1.04 2.18 1.09
H 2.19 0.92 -2.17 0.29
H 2.20 3.58 -1.43 0.18
C -1.74 1.44 0.78 -0.58
C -1.35 2.79 1.07 -0.40
C -1.12 3.49 -0.17 -0.14
H -1.22 3.22 2.07 0.49
C -1.32 2.52 -1.23 0.18
C -1.69 1.27 -0.65 -0.43
H -1.88 0.34 -1.20 0.32
H -2.03 0.70 1.50 0.61
H -0.85 4.52 -0.29 0.09
H -1.17 2.70 -2.30 0.53
O 0.53 -1.26 -1.30 -0.01
C -0.12 0.34 -4.64 0.78
C 0.46 -0.92 -4.31 -1.52
C 0.77 1.68 -4.61 -0.71
C -1.75 0.38 -4.67 -0.98
C 0.67 -1.62 -2.47 -1.06
H 1.49 -1.18 -4.58 0.42
H -0.06 -1.85 -4.59 0.42
H 0.13 -2.66 -2.63 0.08
H 1.77 -2.01 -2.60 0.28
H 0.93 2.46 -5.38 0.42
H 1.77 1.41 -4.29 0.28
H 0.37 2.26 -3.75 -0.09
H -2.44 0.48 -5.53 0.35
H -2.18 1.04 -3.90 0.11
H -1.92 -0.63 -4.26 0.29
C -0.61 -0.02 6.05 -0.11
C -0.19 1.03 5.23 -1.21
C 0.04 0.81 3.88 0.09
C -0.14 -0.49 3.30 0.27
C -0.58 -1.54 4.17 -0.51
C -0.81 -1.30 5.52 -0.94
N 0.09 -0.68 1.99 0.24
C -0.08 -1.88 1.36 -0.61
C 1.01 -2.79 1.25 0.39
C 0.81 -4.06 0.72 -0.93
C -0.43 -4.41 0.19 -0.36
C -1.53 -3.56 0.35 -0.81
C -1.35 -2.29 0.90 0.21
H -0.78 0.15 7.12 0.34
H -0.04 2.03 5.63 0.32
H 0.39 1.61 3.23 0.20
H -0.72 -2.53 3.73 0.33
H -1.15 -2.13 6.14 0.31
H 1.96 -2.47 1.67 0.40
H 1.66 -4.75 0.70 0.30
H -0.57 -5.40 -0.29 0.31
H -2.53 -3.85 0.01 0.30
H -2.18 -1.61 1.07 0.32

---

(6)
21
Properties=species:S:1:pos:R:3:mulliken_charge:R:1 method="wB97M-V/def2-TZVPD" e_homo_ev=-9.2336 lumo_ha=0.0403 smiles=CCCCCOC homo_lumo_gap_ev=10.3311 charge=0
C 1.08 -2.20 1.41 -1.21
C 2.09 -1.15 0.42 -0.62
C 1.26 -0.49 -0.70 -0.24
C 0.67 0.92 -0.57 -0.59
C -0.85 0.82 -0.59 -0.48
O -1.41 2.10 -0.44 -0.32
C -2.81 2.05 -0.40 -0.71
H 1.78 -2.84 1.95 0.39
H 0.35 -2.91 0.92 0.35
H 0.47 -1.65 2.16 0.30
H 2.47 -0.44 1.14 0.31
H 2.85 -1.81 0.00 0.37
H 1.40 -0.86 -1.72 0.37
H 0.65 -1.23 -0.13 0.06
H 0.96 1.63 -1.37 0.31
H 0.97 1.40 0.37 0.23
H -1.18 0.36 -1.53 0.32
H -1.17 0.15 0.23 0.33
H -3.23 1.63 -1.32 0.29
H -3.17 3.08 -0.28 0.25
H -3.17 1.45 0.45 0.29

---

Values of largest force on an atom, in order: 2.90 7.40 2.59 0.78 6.00 4.04, all in eV/A.
Values of energy relative to the best compared isomer or geometry (same formula, charge and spin), in order: 17.0 91.4 71.2 128.1 61.0 76.8, all in kcal/mol.